C6H14N2 | ωB97M-V with the def2-TZVPD basis set

The geometry in XYZ format:
```
22
Properties=species:S:1:pos:R:3:forces:R:3
C 0.419796 -0.144860 0.116376 -0.88 -0.35 -0.16
C -0.644904 -0.476900 -1.978059 0.44 0.11 -1.12
C 0.829895 1.293406 0.180653 0.08 0.41 -0.37
C 1.540135 -1.142415 0.077252 -0.13 0.04 -0.12
C -1.731771 0.506945 -2.251364 -0.06 0.10 0.05
N -0.776408 -0.588035 0.427227 0.95 0.22 0.87
C -0.277715 -0.339224 2.678584 0.06 -0.08 1.97
N 0.568060 0.334675 3.305929 -0.25 -0.11 -0.65
H -1.460320 0.166548 0.472393 0.18 0.16 0.11
H 0.703776 0.108946 4.304421 -0.11 -0.06 -0.36
H -0.855162 -1.158758 3.155299 -0.05 0.11 -0.48
H 0.329271 -0.254658 -2.402213 0.00 -0.01 -0.09
H -0.901761 -1.528291 -1.986086 0.05 0.01 0.17
H 1.683954 1.512202 -0.465304 -0.06 -0.13 -0.05
H 1.154885 -2.155949 -0.019177 -0.01 0.05 -0.01
H 1.142825 1.546752 1.198660 -0.10 -0.28 0.07
H 0.027172 1.981585 -0.085733 -0.12 -0.13 0.01
H 2.233454 -0.925208 -0.738446 -0.03 -0.02 0.06
H 2.094315 -1.063708 1.017597 0.01 0.02 -0.01
H -1.444779 1.523918 -1.964482 -0.01 -0.04 0.00
H -1.982426 0.551774 -3.322385 0.02 -0.04 0.14
H -2.652295 0.251256 -1.721141 0.02 0.01 -0.01
```
Forces are in eV/Å.

Calculated values
Energy above the lowest of the compared OMol25 structures with the same formula, charge and spin = 6.034 eV
Net charge = 0
2S+1 = 1
Gap between HOMO and LUMO (alpha / beta) = 7.500 / 8.223 eV
Energy = -346.3054 a.u.